No. 1
A single C5H7NO molecule. Source: the Open Molecules 2025 dataset; level of theory: ωB97M-V with the def2-TZVPD basis set.

```
14
C5H7NO (ωB97M-V with the def2-TZVPD basis set)
C -1.780 0.104 0.617
N -0.469 -0.205 0.089
C -0.002 -1.533 -0.295
C 1.242 -1.548 -0.825
C 1.674 -0.101 -0.580
C 0.479 0.656 -0.130
O 0.265 1.960 0.071
H -2.103 1.084 0.265
H -1.772 0.100 1.710
H -2.471 -0.660 0.260
H -0.706 -2.330 -0.075
H 2.211 -0.412 0.328
H 2.392 0.422 -1.216
H 1.038 2.463 -0.219
```

Results
HOMO level = -0.2667 Ha
relative energy (zero: lowest compared OMol25 entry of this formula, charge and spin) = 3.704 eV
electronic energy = -324.588341 a.u.
lowest unoccupied orbital energy = 0.222 eV
orbital gap = 0.27486 Ha


No. 2
11 unconnected molecules or ions with the total composition C13H49FO12P. Source: the Open Molecules 2025 dataset; level of theory: ωB97M-V with the def2-TZVPD basis set.

```
76
C13H49FO12P (ωB97M-V with the def2-TZVPD basis set)
C -1.883 0.483 5.066
C -2.349 0.271 3.621
C -2.579 -1.207 3.301
C -3.330 -1.506 1.998
C -2.789 -0.725 0.787
C -3.353 0.667 0.522
C -3.015 1.217 -0.880
C -1.793 2.157 -0.949
C -0.575 1.589 -1.689
C -0.096 0.281 -1.053
C 1.327 -0.121 -1.435
C 2.393 0.845 -0.919
C 3.062 1.665 -2.017
O 4.247 2.194 -1.500
P 4.770 1.324 -0.089
F 5.975 2.471 0.140
O 3.467 0.158 -0.326
H -2.060 1.507 5.395
H -0.815 0.293 5.164
H -2.414 -0.202 5.728
H -3.252 0.861 3.451
H -1.579 0.655 2.950
H -3.076 -1.665 4.161
H -1.600 -1.681 3.218
H -4.407 -1.402 2.103
H -3.133 -2.555 1.763
H -2.945 -1.326 -0.109
H -1.706 -0.673 0.935
H -2.968 1.397 1.238
H -4.437 0.684 0.644
H -3.880 1.803 -1.200
H -2.907 0.400 -1.597
H -2.070 3.082 -1.454
H -1.477 2.412 0.066
H -0.855 1.451 -2.736
H 0.232 2.311 -1.600
H -0.105 0.434 0.031
H -0.788 -0.528 -1.295
H 1.437 -0.282 -2.510
H 1.534 -1.078 -0.949
H 1.928 1.552 -0.214
H 3.263 0.992 -2.865
H 2.396 2.454 -2.386
H 3.913 2.088 0.758
H 5.229 0.585 1.073
H 5.717 0.596 -0.895
O -6.208 -0.101 1.916
H -6.914 -0.748 2.006
H -6.419 0.577 2.567
O 6.267 -1.808 1.271
H 6.763 -1.440 0.531
H 5.408 -1.374 1.169
O -3.249 -3.804 -0.670
H -2.430 -4.263 -0.903
H -3.944 -4.341 -1.056
O -1.144 -5.557 -1.779
H -0.980 -6.401 -1.348
H -0.915 -5.691 -2.702
O 0.045 4.640 -2.558
H -0.312 5.221 -3.241
H 0.745 5.149 -2.141
O -0.223 4.547 -5.335
H -0.053 3.699 -4.910
H -0.052 4.376 -6.264
O 2.201 0.525 2.571
H 2.321 -0.374 2.886
H 2.413 0.478 1.626
O 7.785 -4.464 1.141
H 7.468 -4.930 0.363
H 7.346 -3.603 1.094
O -0.413 -3.676 3.783
H -0.370 -4.581 4.104
H 0.461 -3.509 3.416
O 0.534 2.177 -6.803
H 1.366 1.747 -7.025
H -0.148 1.598 -7.155
```

Results
HOMO level = -0.1706 Ha
charge = -1
electronic energy = -1868.855828 a.u.
lowest unoccupied orbital energy = 1.759 eV
orbital gap = 0.23522 Ha